No. 1
Entry from the OMol25 dataset: a structure of composition C22H34AlFNO12 (the ωB97M-V functional and the def2-TZVPD basis).

ORCA input file:
```
! RIJCOSX wB97M-V def2-TZVPD def2/J DEFGRID3
* xyz -1 1
O 2.94 -1.81 -1.53
C 2.51 -1.32 -2.53
F 2.93 -1.84 -3.72
N 1.62 -0.26 -2.62
C 0.52 -0.50 -3.68
O 0.85 -0.29 -4.82
Al -1.43 -1.05 -3.20
H 2.14 0.57 -2.92
H -1.46 -2.37 -2.25
H -2.19 -1.36 -4.59
H -2.02 0.26 -2.49
O -4.28 -0.63 -1.68
C -4.61 -0.23 -0.62
O -4.92 1.09 -0.40
C -5.16 1.31 1.00
C -5.53 -0.05 1.58
C -4.72 -0.99 0.70
H -4.24 1.71 1.45
H -5.95 2.06 1.11
H -5.31 -0.15 2.64
H -6.60 -0.23 1.43
H -3.71 -1.14 1.09
H -5.20 -1.95 0.53
O 7.61 -3.79 3.35
C 6.75 -3.65 2.53
O 5.77 -4.56 2.34
C 4.94 -4.17 1.22
C 5.14 -2.67 1.08
C 6.58 -2.50 1.55
H 5.27 -4.72 0.34
H 3.91 -4.45 1.43
H 4.94 -2.31 0.07
H 4.46 -2.14 1.75
H 7.30 -2.63 0.74
H 6.76 -1.55 2.04
O -4.38 -1.02 4.18
C -3.94 -2.12 4.39
O -3.55 -2.93 3.38
C -3.17 -4.22 3.89
C -2.82 -3.97 5.36
C -3.77 -2.82 5.72
H -4.02 -4.90 3.78
H -2.34 -4.59 3.31
H -2.94 -4.86 5.98
H -1.79 -3.64 5.44
H -4.74 -3.18 6.05
H -3.35 -2.14 6.46
O -3.68 3.73 2.84
C -3.05 4.27 1.98
O -1.70 4.32 1.99
C -1.21 5.10 0.89
C -2.34 5.10 -0.13
C -3.58 5.01 0.77
H -0.99 6.11 1.26
H -0.30 4.65 0.52
H -2.33 5.96 -0.79
H -2.28 4.20 -0.75
H -3.93 5.99 1.09
H -4.39 4.46 0.31
O 3.82 4.10 -3.15
C 4.10 3.30 -3.99
O 3.36 2.19 -4.22
C 4.00 1.35 -5.20
C 4.91 2.28 -5.98
C 5.30 3.30 -4.92
H 4.54 0.56 -4.68
H 3.22 0.89 -5.81
H 5.75 1.77 -6.45
H 4.34 2.78 -6.77
H 6.18 2.99 -4.34
H 5.47 4.30 -5.31
*
```

Values from the calculation:
Kohn-Sham gap = 7.13 eV
E_tot = -58741.8782 eV
highest occupied orbital energy = -5.0 eV

---

No. 2
Entry from the OMol25 dataset: a cluster of 5 separate species, C22H34F12O9P in total in a non-equilibrium geometry (the ωB97M-V functional and the def2-TZVPD basis).

ORCA input file:
```
! RIJCOSX wB97M-V def2-TZVPD def2/J DEFGRID3
* xyz 1 1
C -2.63 6.21 -0.44
C -3.00 5.58 -1.74
P -4.58 4.58 -2.12
C -4.92 3.19 -0.80
C -3.40 2.75 -0.27
O -3.33 1.34 0.15
C -1.88 1.11 0.40
C -1.09 0.46 -0.90
H -2.10 5.52 0.37
H -2.75 7.35 -0.16
H -2.21 5.70 -2.63
H -4.31 3.84 -3.36
H -5.76 5.39 -2.37
H -5.52 2.29 -1.26
H -5.59 3.59 0.10
H -2.60 2.87 -1.16
H -3.11 3.52 0.56
H -1.70 0.52 1.40
H -1.39 2.18 0.57
H -1.54 0.93 -1.90
H 0.06 0.79 -0.85
H -1.22 -0.70 -0.95
C 0.05 -2.26 -6.24
C 1.52 -2.22 -5.86
O 1.99 -0.87 -5.81
C 1.69 -0.16 -4.67
O 1.05 -0.62 -3.73
C 2.30 1.24 -4.73
F 2.09 1.85 -5.93
F 3.65 1.22 -4.55
F 1.80 2.08 -3.79
H -0.11 -1.72 -7.19
H -0.30 -3.29 -6.36
H -0.57 -1.76 -5.49
H 2.11 -2.74 -6.62
H 1.70 -2.73 -4.90
C -7.05 2.48 3.43
C -7.41 3.56 2.42
O -8.73 4.08 2.68
C -8.83 5.00 3.69
O -7.88 5.39 4.36
C -10.27 5.49 3.82
F -11.18 4.48 3.80
F -10.61 6.34 2.81
F -10.50 6.17 4.98
H -7.82 1.69 3.43
H -6.08 2.03 3.19
H -7.01 2.88 4.44
H -7.42 3.14 1.41
H -6.67 4.37 2.42
C 4.94 -1.81 -0.25
C 5.09 -3.32 -0.26
O 3.80 -3.95 -0.18
C 3.10 -4.03 -1.36
O 3.50 -3.60 -2.43
C 1.77 -4.77 -1.14
F 1.11 -4.34 -0.03
F 1.96 -6.11 -0.98
F 0.91 -4.62 -2.18
H 4.37 -1.48 0.62
H 5.92 -1.32 -0.23
H 4.40 -1.46 -1.14
H 5.65 -3.63 0.63
H 5.64 -3.67 -1.14
C 9.83 -5.22 4.72
C 8.57 -5.97 4.32
O 7.42 -5.12 4.41
C 7.22 -4.26 3.36
O 7.96 -4.19 2.38
C 5.93 -3.46 3.56
F 5.83 -2.95 4.83
F 4.82 -4.21 3.36
F 5.83 -2.39 2.72
H 9.71 -4.78 5.72
H 10.69 -5.88 4.73
H 10.03 -4.39 4.03
H 8.41 -6.81 5.01
H 8.66 -6.40 3.31
*
```

Values from the calculation:
Kohn-Sham gap = 6.56 eV
E_tot = -83677.5826 eV
relative energy (zero: lowest compared OMol25 entry of this formula, charge and spin) = 5.221 eV
highest occupied orbital energy = -12.6 eV

---

Q: The highest E_tot belongs to which entry?
A: C22H34AlFNO12

---

Q: Which of these has the lowest highest occupied orbital energy?
A: C22H34F12O9P

---

Q: Look up the highest occupied orbital energy of the first one.
A: -5.0 eV

---

Q: E_tot of number 1 (C22H34AlFNO12)?
A: -58741.8782 eV